Model i:
Computed, not measured: a structure of composition C3H9N3, with the ωB97M-V functional and the def2-TZVPD basis.

LUMO energy in eV: -9.78
Net charge: +2
Gap between HOMO and LUMO in eV: 8.984

XYZ file:
```
15
C3H9N3 the ωB97M-V functional and the def2-TZVPD basis
H 0.2546 0.8226 1.5630
H -1.1880 2.5231 -1.2896
N 0.9983 0.2951 1.1454
N -1.5798 1.7249 -0.8765
C 0.7818 -0.9878 0.4660
H 0.9673 -2.9601 -0.0894
C -1.0657 0.5102 -1.0059
H -1.7334 -0.2964 -0.4534
C 0.7764 0.1676 -0.2838
H 0.6104 -2.6333 1.6609
H -2.0284 1.9164 0.0620
N 0.7640 -2.2538 0.6380
H 1.8757 0.5203 1.6551
H -0.7288 0.0722 -1.9887
H 1.2956 0.5790 -1.2030
```



Model ii:
Computed, not measured: a cluster of 2 separate species, C3H9N3 in total, with the ωB97M-V functional and the def2-TZVPD basis.

LUMO energy in eV: -9.39
Net charge: +2
Gap between HOMO and LUMO in eV: 11.183

XYZ file:
```
15
C3H9N3 the ωB97M-V functional and the def2-TZVPD basis
H -1.4698 0.2916 1.5437
C -2.6216 2.6608 -0.8622
H -3.3338 3.0855 -0.2048
H -1.7553 3.2974 -1.3163
N 1.6110 -1.2176 0.4354
H -3.1456 2.0468 -1.7313
H 2.2118 -3.1645 -0.5136
N -2.0535 1.7169 0.0066
H 3.6890 -1.2005 0.5115
H 0.5945 -2.4475 -0.8498
H 2.7724 0.1783 1.0656
C -1.6514 0.9502 0.7440
H 1.0463 -2.9506 0.7140
N 2.7382 -0.7411 0.6375
C 1.3678 -2.5058 -0.1800
```



Tell me which of them is the least stable. Sure, it is model i.



Model i:
Computed, not measured: a structure of composition C7H7NO2, with the ωB97M-V functional and the def2-TZVPD basis.

LUMO energy in eV: 0.04
Gap between HOMO and LUMO in eV: 9.762

XYZ file:
```
17
C7H7NO2 the ωB97M-V functional and the def2-TZVPD basis
C 1.4527 0.3097 -0.2575
N 1.4990 1.5974 -0.5732
H -2.7465 0.7750 0.2614
H -1.4588 1.9711 -0.0798
C -1.6656 0.9129 0.1389
C -0.7200 0.3125 1.2071
H 1.1062 2.2121 0.1300
H -1.2184 -0.4364 1.8307
C 0.5515 -3.0160 0.2975
C 0.1389 -0.3893 0.1093
C 0.3490 -1.8256 0.2292
C -1.0055 0.0226 -0.8874
H 2.3256 1.2281 -1.5187
H 0.6777 -4.0808 0.3812
H -0.1973 1.0253 1.8539
O -1.2710 -0.3456 -1.9916
O 2.1825 -0.2731 -1.1309
```



Model ii:
Computed, not measured: the molecule C7H7NO2, with the ωB97M-V functional and the def2-TZVPD basis.

SMILES: N#CC1=C(CCCC=O)O1
LUMO energy (spin up / spin down) in eV: 0.32 / 0.32
Gap between HOMO and LUMO (spin up / spin down) in eV: 8.922 / 8.922

XYZ file:
```
17
C7H7NO2 the ωB97M-V functional and the def2-TZVPD basis
C -2.8428 -0.7253 -0.2238
H 0.3350 2.4382 0.4372
H 1.5009 -2.6172 0.3187
C 0.8336 -0.8853 -0.7124
H 0.5831 1.1134 1.4403
C 0.9787 0.6687 -0.5938
N -3.1302 -1.8002 -0.4336
H 0.7907 1.1833 -1.5615
C -2.2349 0.5568 -0.0461
C -1.1793 1.2461 0.5264
H 1.5939 -1.1549 -1.4465
O 1.5120 -1.1030 1.6015
H 2.0614 0.8018 -0.3034
C 0.2775 1.4218 0.4846
O -2.2527 1.5707 1.1897
H -0.1292 -1.0968 -1.2312
C 1.3022 -1.6182 0.5539
```



Model iii:
Computed, not measured: a structure of composition C7H7NO2, with the ωB97M-V functional and the def2-TZVPD basis.

LUMO energy in eV: 0.18
Gap between HOMO and LUMO in eV: 10.086

XYZ file:
```
17
C7H7NO2 the ωB97M-V functional and the def2-TZVPD basis
H -2.2876 -1.6430 -0.1201
N 1.6511 1.8342 0.1036
C -1.3143 -1.1426 -0.1215
C -0.8358 -0.1107 0.9682
C 0.3002 -0.2090 -0.1258
C 1.5990 0.5322 -0.1474
H 0.4673 -2.3549 0.5308
O 2.5432 0.0363 0.5810
H -0.7195 -0.2825 2.0417
C 0.0983 -1.7227 -0.2868
H -1.0324 0.2510 -2.0596
C -0.9760 0.1425 -0.9725
H 0.3526 -2.1431 -1.2684
H 2.7337 1.4564 0.8652
C -1.4940 0.9858 0.1684
H 1.0579 2.3895 -0.5034
O -2.1437 1.9807 0.3467
```



Tell me which of them is the least stable. Sure, it is model iii.



Model i:
Computed, not measured: a structure of composition C7H7NO2, with the ωB97M-V functional and the def2-TZVPD basis.

LUMO energy in eV: 0.77
Gap between HOMO and LUMO in eV: 9.850

XYZ file:
```
17
C7H7NO2 the ωB97M-V functional and the def2-TZVPD basis
C 1.1035 -1.3665 0.1896
H 3.3141 -1.7166 0.0257
C -2.0652 0.1093 0.1116
C 2.0411 1.2571 -0.1510
H 2.3425 2.4760 -0.2412
H 0.9619 -2.3414 0.2820
C 0.6238 1.0510 -0.1418
C 0.2555 -0.1941 -0.0582
O -2.0775 1.2541 0.3873
N -3.2662 -0.5741 -0.2967
C 2.5196 -0.9859 0.0858
H -4.1354 0.3720 -0.0089
H 3.9445 0.3076 0.2579
C 2.9399 0.2697 -0.0709
H 0.1732 1.7401 -0.3369
O -1.0405 -0.7742 -0.0661
H -3.3026 -1.5012 -0.2620
```



Model ii:
Computed, not measured: the molecule C7H7NO2, with the ωB97M-V functional and the def2-TZVPD basis.

SMILES: O=[N+]([O-])C1=C[C@]23CC[C@]12C3
LUMO energy in eV: -0.51
Gap between HOMO and LUMO in eV: 8.138

XYZ file:
```
17
C7H7NO2 the ωB97M-V functional and the def2-TZVPD basis
C -0.8780 -0.0720 -0.7082
C -0.9318 -1.5683 -1.2737
C 0.5086 0.1776 0.9617
C 0.3225 -1.7981 -0.7674
C 0.7574 -0.3632 -0.5222
C -0.9976 0.2843 0.7385
N -1.9329 -2.4103 -1.6760
O -3.0519 -2.1809 -1.3361
H 0.9890 -2.7219 -0.6838
H 0.3115 0.2882 -2.4983
H -1.4483 1.1722 0.9722
C 0.1553 0.6538 -1.4565
H 0.8139 -0.4204 1.9392
H -1.4990 -0.4291 1.3880
O -1.5807 -3.4145 -2.2786
H 0.3043 1.7718 -1.3413
H 0.9671 1.1342 1.2385
```



Model iii:
Computed, not measured: the molecule C7H7NO2, with the ωB97M-V functional and the def2-TZVPD basis.

SMILES: CC1=NC[C@H](C=C=O)C1=O
LUMO energy in eV: -0.02
Gap between HOMO and LUMO in eV: 9.114

XYZ file:
```
17
C7H7NO2 the ωB97M-V functional and the def2-TZVPD basis
C -1.6377 1.6528 0.8341
N -1.1416 -0.6940 0.8863
H 2.7447 -1.4903 -0.4188
H -0.0363 -2.3809 0.7137
C 0.5234 -0.9337 -0.8207
C 2.3188 0.4331 0.1689
H -1.0115 2.4266 0.9423
H 0.5582 -1.4739 -1.7460
O 2.7943 1.4277 0.5080
H -2.1377 1.3703 1.7466
H -2.4843 1.9200 0.1077
C -0.4000 -1.6609 0.0767
H -1.2353 -2.2199 -0.6349
O 0.2216 1.4107 -1.5585
C -0.0464 0.4777 -0.8852
C 1.9136 -0.7076 -0.2950
C -0.9438 0.4424 0.3748
```



Tell me which of them is the least stable. Sure, it is model ii.



Model i:
Computed, not measured: a cluster of 4 separate species, C2H11NO4 in total, with the ωB97M-V functional and the def2-TZVPD basis.

SMILES: CC(N)=O.O.O.O
LUMO energy in eV: 0.40
Gap between HOMO and LUMO in eV: 10.260

XYZ file:
```
18
C2H11NO4 the ωB97M-V functional and the def2-TZVPD basis
H 0.8750 2.7028 2.2906
O -2.9577 1.0046 0.2348
H 0.0561 -0.0399 1.8416
H -0.2583 -0.4325 -1.8584
C 0.4310 -1.0450 -0.1085
O 0.3239 2.2720 1.6210
O 1.5062 -1.4038 -0.5497
O 2.2083 -0.8015 -3.2555
H -3.3821 0.6913 1.0478
H -3.0049 1.9633 0.2954
H 0.9702 -1.4564 1.9294
H 1.0207 1.9323 1.0342
H -0.7640 -1.6379 1.5278
H -1.0352 0.2695 -0.5627
C 0.1329 -1.0247 1.3725
N -0.5703 -0.5516 -0.9013
H 2.2529 -1.6554 -3.6768
H 2.1954 -0.7871 -2.2822
```



Model ii:
Computed, not measured: a cluster of 4 separate species, C2H11NO4 in total, with the ωB97M-V functional and the def2-TZVPD basis.

SMILES: NCC=O.O.O.O
LUMO energy in eV: 0.64
Gap between HOMO and LUMO in eV: 10.092

XYZ file:
```
18
C2H11NO4 the ωB97M-V functional and the def2-TZVPD basis
H -2.5466 2.4190 1.0660
O 0.5192 -2.5187 -0.2781
H 2.7908 -1.7048 0.4909
O 3.0907 -0.7877 0.4912
O -2.1317 2.0703 0.2709
O -2.8769 -0.6677 0.2188
H 4.0132 -0.8043 0.7667
C 0.5846 -0.0874 -0.9458
H -2.8383 0.2788 -0.0153
H 1.4956 -0.2897 -1.5473
C 0.1514 -1.3627 -0.2888
H -1.2432 1.8001 0.5447
N 0.7412 1.0328 0.0229
H 1.3569 1.7204 -0.4528
H -0.1947 0.3048 -1.5902
H -3.7473 -0.8836 -0.1499
H -0.5104 -1.2434 0.6073
H 1.3455 0.7235 0.7888
```



Tell me which of them is the least stable. Sure, it is model ii.



Model i:
Computed, not measured: the molecule CHClFNO2, with the ωB97M-V functional and the def2-TZVPD basis.

SMILES: [O-]/[N+](O)=C(\F)Cl
LUMO energy in eV: -0.06
Gap between HOMO and LUMO in eV: 9.056

XYZ file:
```
7
CHClFNO2 the ωB97M-V functional and the def2-TZVPD basis
O -0.2426 0.0940 1.3879
N -0.0296 0.4939 0.0327
C -0.0468 -0.4427 -0.8657
Cl -0.5066 -2.0668 -0.5231
H 0.5820 0.3209 2.2054
F 0.0920 -0.0662 -2.1016
O 0.1516 1.6669 -0.1355
```



Model ii:
Computed, not measured: a cluster of 2 separate species, CHClFNO2 in total, with the ωB97M-V functional and the def2-TZVPD basis.

LUMO energy (spin up / spin down) in eV: -2.29 / -2.29
Gap between HOMO and LUMO (spin up / spin down) in eV: 9.119 / 9.124

XYZ file:
```
7
CHClFNO2 the ωB97M-V functional and the def2-TZVPD basis
Cl 3.8054 0.1695 -0.2411
O 2.3838 -1.8140 0.2402
O 0.1107 -0.2632 0.3228
N 1.3085 0.1497 -0.2134
H -0.7103 -0.1072 -0.1880
C 2.3635 -0.6796 -0.0070
F 1.6341 1.8277 0.2873
```



Tell me which of them is the least stable. Sure, it is model i.



Model i:
Computed, not measured: a structure of composition CH5N2S, with the ωB97M-V functional and the def2-TZVPD basis.

LUMO energy in eV: -4.59
Net charge: +1
Gap between HOMO and LUMO in eV: 9.392

XYZ file:
```
9
CH5N2S the ωB97M-V functional and the def2-TZVPD basis
H 2.3164 -0.7311 -0.5726
S -1.8323 0.7077 -0.2841
N -0.5966 -0.0907 0.4533
H -1.0177 1.1608 -1.2185
H -1.6182 2.0894 0.2906
H 1.4993 -1.3677 0.8078
C 0.4624 -0.0783 -0.4223
N 1.4629 -0.7860 -0.0726
H -0.6763 -0.9041 1.0184
```



Model ii:
Computed, not measured: the ion CH5N2S with charge +1, with the ωB97M-V functional and the def2-TZVPD basis.

SMILES: [NH3+]/C=N/S
LUMO energy in eV: -4.04
Net charge: +1
Gap between HOMO and LUMO in eV: 9.739

XYZ file:
```
9
CH5N2S the ωB97M-V functional and the def2-TZVPD basis
N -1.0259 0.3024 0.0260
H 2.0278 -0.0041 0.8928
H 1.9154 -0.5899 -0.5783
H 1.2417 0.9875 -0.3872
H -2.7436 1.4116 -0.1348
H -0.0927 -1.5566 0.0907
N 1.3407 0.0222 0.0491
C -0.0660 -0.5184 0.0738
S -2.5973 -0.0546 -0.0321
```



Tell me which of them is the least stable. Sure, it is model i.



Model i:
Computed, not measured: the molecule C2H6N2S, with the ωB97M-V functional and the def2-TZVPD basis.

SMILES: NCC(N)=S
LUMO energy in eV: 0.39
Gap between HOMO and LUMO in eV: 8.465

XYZ file:
```
11
C2H6N2S the ωB97M-V functional and the def2-TZVPD basis
N -2.2086 -0.0499 -0.1047
H -0.9538 1.6316 -0.1942
S 1.7951 -0.3585 -0.0189
H 0.8239 2.1060 -0.2585
H -1.0090 -1.6180 1.0090
C -1.0142 -0.8547 0.1088
C 0.1482 0.1133 -0.0527
H -2.8583 -0.3897 -0.7542
H -1.1350 -1.7000 -0.7489
N -0.0119 1.4751 0.1192
H -2.8505 0.1783 0.8122
```



Model ii:
Computed, not measured: the molecule C2H6N2S, with the ωB97M-V functional and the def2-TZVPD basis.

SMILES: [H]/N=C/NSC
LUMO energy in eV: 0.91
Gap between HOMO and LUMO in eV: 10.076

XYZ file:
```
11
C2H6N2S the ωB97M-V functional and the def2-TZVPD basis
H 0.3966 -1.2483 2.3423
H 2.0814 -1.3526 1.8238
S 1.0837 0.3555 0.5803
H -1.2095 0.9334 0.5574
N -2.0933 0.3080 -1.6738
C 1.0602 -1.2479 1.4770
C -0.8868 0.0962 -1.2639
N -0.4939 0.4589 0.0172
H -0.1022 -0.4467 -1.8479
H -2.2850 0.0024 -2.6179
H 0.8495 -2.0348 0.7753
```



Tell me which of them is the least stable. Sure, it is model i.